[1]
35
Properties=species:S:1:pos:R:3:forces:R:3:nbo_charge:R:1 method="wB97M-V/def2-TZVPD" charge=+1 lumo_energy_ev="-7.4 / -7.4" fmax_ev_per_a=2.14 e_homo_ha="-0.513 / -0.511" spin_multiplicity=1
Au -2.23367 0.34119 -0.41477 0.458 -1.488 0.073 1.050
F 0.17623 1.43939 3.44943 0.030 0.107 -0.089 -0.277
C 0.10673 0.50529 2.53333 0.249 -0.274 -0.351 0.747
F 0.83053 -0.55561 2.89943 0.232 0.016 0.104 -0.316
F -1.14697 0.07189 2.40633 -0.177 0.159 0.013 -0.314
S 0.79673 1.05559 0.84853 -0.180 0.221 1.099 2.241
O 0.00173 0.20319 -0.04947 -0.952 -0.147 -0.699 -1.053
O 2.16913 0.70209 0.88003 0.330 0.382 0.056 -0.881
N 0.50823 2.58009 0.66993 -0.219 0.003 -0.230 -1.154
S -0.98247 2.90769 0.18933 1.543 0.467 0.384 2.168
O -1.92377 2.30579 1.10503 -1.387 -0.170 0.368 -0.954
O -1.22097 2.53649 -1.17867 -0.507 0.204 -0.901 -0.934
C -1.00627 4.78649 0.34523 0.339 0.153 0.098 0.804
F -0.19947 5.27949 -0.57407 -0.038 -0.161 -0.087 -0.280
F -0.56447 5.10599 1.54333 -0.048 -0.130 0.122 -0.279
F -2.22597 5.25279 0.17563 -0.058 -0.420 -0.082 -0.278
F -4.83807 1.54179 -0.78807 1.037 -0.308 0.206 -0.277
C -4.32867 0.31559 -0.77037 -0.849 -0.850 -0.450 0.875
F -4.96907 -0.39491 0.16173 0.900 0.386 -0.091 -0.287
F -4.59027 -0.26121 -1.95187 0.741 0.343 0.507 -0.292
S -1.53307 -2.26411 -0.64637 -1.823 1.120 0.022 -0.026
C 0.21013 -2.35811 -0.72567 0.037 0.172 0.168 0.362
N 0.88003 -2.66451 0.36973 -0.303 0.248 -0.116 -0.527
C 2.33063 -2.70081 0.43643 0.731 -0.333 -0.061 -0.231
C 2.93483 -1.96921 -0.75227 -0.224 0.137 -0.003 -0.440
C 2.24353 -2.39311 -2.04207 0.628 -0.158 -0.016 -0.232
N 0.80483 -2.25201 -1.89387 -0.037 0.117 0.005 -0.524
H 0.37273 -2.78041 1.23623 -0.204 0.170 -0.198 0.442
H 2.65303 -3.74771 0.45743 -0.001 0.122 0.053 0.219
H 2.64033 -2.22301 1.36773 -0.076 -0.063 -0.046 0.246
H 3.99903 -2.18741 -0.81397 -0.018 -0.007 -0.001 0.253
H 2.81533 -0.89491 -0.60077 0.059 -0.106 -0.094 0.249
H 2.47993 -3.43631 -2.28057 -0.044 0.112 -0.040 0.218
H 2.56503 -1.76751 -2.87477 -0.055 -0.073 0.024 0.240
H 0.24443 -2.08001 -2.71737 -0.114 0.049 0.256 0.442

---

[2]
92
Properties=species:S:1:pos:R:3:forces:R:3:lowdin_charge:R:1 method="wB97M-V/def2-TZVPD" charge=-1 lumo_energy_ev=2.3 fmax_ev_per_a=0.34 e_homo_ha=-0.160 spin_multiplicity=1
O -2.55071 -1.81076 -3.70500 -0.084 -0.199 -0.120 -0.094
C -1.27090 -2.10538 -3.10476 -0.142 0.010 -0.133 -0.261
C -1.26444 -1.71321 -1.64020 -0.174 0.034 -0.008 -0.189
C -0.89842 -0.25875 -1.32276 -0.013 -0.080 0.021 -0.205
C -0.31428 -0.08070 0.08763 -0.047 0.230 -0.216 -0.124
B 0.70488 1.15874 0.32075 0.261 -0.102 0.174 -0.680
O 0.06078 2.51111 0.14939 -0.116 0.076 0.124 -0.094
C 0.25630 2.88723 -1.17353 -0.025 -0.216 0.043 -0.258
C 1.66285 2.34471 -1.50157 0.029 0.021 0.008 -0.583
P 2.91829 3.61873 -1.00686 0.158 0.090 -0.026 0.637
O 2.64863 4.71920 -2.21806 -0.304 0.059 0.122 -0.414
Cl 4.64548 2.70225 -1.79151 -0.009 -0.124 -0.014 0.125
O 1.80533 1.19769 -0.74840 -0.084 0.011 -0.090 -0.109
H -2.70646 -2.45673 -4.40550 0.096 0.274 0.182 0.066
H -1.07665 -3.17902 -3.19666 0.046 -0.001 -0.037 0.097
H -0.49769 -1.56209 -3.65700 0.105 -0.085 0.065 0.112
H -0.56454 -2.37215 -1.11811 0.043 0.012 -0.043 0.093
H -2.26831 -1.92737 -1.25857 0.076 -0.134 0.148 0.116
H -0.19193 0.09233 -2.08524 0.076 -0.054 0.056 0.101
H -1.80377 0.35039 -1.40795 0.085 0.120 -0.115 0.102
H -1.14123 0.05375 0.79144 0.043 -0.221 0.083 0.079
H 0.20100 -1.00677 0.37814 -0.013 -0.002 0.031 0.079
H 1.23360 1.06238 1.44443 -0.140 0.165 -0.118 0.098
H 0.13861 3.97453 -1.28237 0.085 0.015 -0.044 0.107
H -0.45129 2.39512 -1.85960 -0.079 0.093 0.012 0.112
H 1.79049 2.15610 -2.58294 0.053 0.013 -0.014 0.114
H 1.96372 4.40572 -2.82557 0.187 -0.047 -0.099 0.042
C -0.48795 -1.13083 5.49997 0.026 0.022 -0.021 -0.176
C 0.94355 -1.17756 4.96164 -0.022 0.011 0.005 -0.169
C 0.70965 -1.55490 3.50186 0.087 0.066 -0.006 -0.207
O -0.54740 -0.99544 3.15095 -0.212 -0.144 -0.003 -0.144
C -1.23147 -0.53775 4.30535 0.087 0.030 0.061 -0.211
H -0.59723 -0.53056 6.40343 0.008 0.003 0.003 0.104
H -0.84834 -2.14052 5.71280 0.002 -0.007 -0.014 0.106
H 1.39837 -0.18690 5.02204 0.001 0.003 -0.009 0.114
H 1.58867 -1.88539 5.48247 -0.014 -0.007 0.010 0.104
H 0.67032 -2.64536 3.37741 -0.002 0.006 0.006 0.112
H 1.46279 -1.15061 2.82418 -0.004 0.008 -0.002 0.112
H -1.20097 0.55822 4.33256 -0.009 0.001 0.000 0.119
H -2.27598 -0.85025 4.24280 0.002 -0.005 0.008 0.115
C 3.02597 8.01789 -1.99776 0.018 0.087 0.006 -0.173
C 3.73192 9.06444 -2.85908 -0.001 -0.009 0.018 -0.172
C 3.09665 10.35544 -2.35772 0.005 -0.021 -0.016 -0.221
O 2.79005 10.14286 -0.98196 -0.007 0.019 0.017 -0.149
C 2.91712 8.74953 -0.66759 0.009 -0.028 -0.011 -0.198
H 3.55800 7.07395 -1.91992 -0.010 -0.019 -0.009 0.094
H 2.03261 7.80495 -2.39689 -0.006 -0.002 0.002 0.115
H 4.80444 9.06250 -2.65209 0.001 0.003 0.005 0.111
H 3.59124 8.91594 -3.92916 -0.006 -0.008 -0.001 0.108
H 2.17195 10.57587 -2.90441 0.002 -0.004 -0.002 0.113
H 3.75650 11.22176 -2.43842 -0.002 0.003 0.000 0.111
H 3.81734 8.60251 -0.06172 -0.001 -0.004 -0.002 0.116
H 2.05240 8.44492 -0.07816 -0.002 0.003 0.000 0.117
C 2.21524 -5.65593 -1.10988 0.043 -0.027 -0.019 -0.169
C 2.70804 -4.54121 -0.18739 -0.037 0.001 0.015 -0.159
C 2.85719 -3.37483 -1.15731 -0.024 0.045 0.077 -0.188
O 1.86010 -3.57449 -2.16046 0.042 0.072 -0.206 -0.144
C 1.30417 -4.87614 -2.04884 -0.110 -0.015 0.123 -0.221
H 1.68566 -6.44645 -0.58153 0.014 0.015 0.039 0.085
H 3.04901 -6.09766 -1.66242 0.016 0.038 -0.007 0.111
H 1.94262 -4.31597 0.55802 -0.010 -0.005 0.000 0.111
H 3.63598 -4.77847 0.33237 0.010 -0.004 -0.013 0.108
H 3.84647 -3.37401 -1.62950 -0.005 -0.011 -0.005 0.115
H 2.69302 -2.40002 -0.69759 -0.004 0.007 -0.003 0.122
H 0.29654 -4.79429 -1.62153 -0.017 -0.046 -0.012 0.103
H 1.22366 -5.31368 -3.04680 0.019 -0.005 -0.004 0.116
C -2.01367 -8.24425 0.45182 0.005 0.011 0.014 -0.170
C -2.28485 -7.54975 1.78613 0.000 0.003 -0.016 -0.169
C -0.94097 -6.88581 2.06241 -0.040 0.026 0.013 -0.200
O -0.38535 -6.57101 0.78721 0.068 -0.020 -0.024 -0.156
C -1.12459 -7.22109 -0.24526 -0.041 0.009 0.010 -0.213
H -2.91560 -8.46922 -0.11592 -0.009 0.006 0.006 0.109
H -1.46804 -9.17656 0.61371 0.009 0.002 0.002 0.111
H -3.06260 -6.79342 1.66578 0.005 0.008 -0.002 0.115
H -2.58775 -8.22956 2.58166 0.003 -0.013 -0.006 0.108
H -0.26414 -7.56581 2.59224 -0.007 -0.008 -0.003 0.116
H -1.02754 -5.96497 2.64004 0.004 0.005 -0.002 0.118
H -1.72239 -6.47688 -0.78208 -0.006 -0.001 0.001 0.121
H -0.42166 -7.66948 -0.94973 0.002 0.003 -0.003 0.114
C -5.05231 3.14941 0.51932 0.020 0.004 0.008 -0.178
C -3.69846 3.67788 0.99197 -0.019 -0.010 -0.018 -0.166
C -2.99545 2.39878 1.43123 0.046 0.054 0.014 -0.189
O -3.51627 1.36157 0.59172 -0.043 -0.055 0.037 -0.143
C -4.64580 1.82959 -0.12906 0.020 0.026 0.001 -0.218
H -5.57035 3.81499 -0.17178 0.007 0.006 -0.005 0.103
H -5.70705 2.96676 1.37533 0.002 -0.008 0.003 0.106
H -3.15640 4.12959 0.15830 0.012 -0.004 -0.001 0.113
H -3.76969 4.41388 1.79277 -0.007 0.001 0.002 0.107
H -3.23130 2.15541 2.47521 -0.016 0.021 -0.001 0.114
H -1.91420 2.45392 1.30449 -0.006 -0.101 -0.038 0.105
H -4.37002 1.97657 -1.18055 -0.009 0.009 -0.003 0.117
H -5.43080 1.07088 -0.08629 -0.001 -0.003 -0.010 0.112

---

[3]
34
Properties=species:S:1:pos:R:3:forces:R:3:nbo_charge:R:1 method="wB97M-V/def2-TZVPD" charge=-1 lumo_energy_ev=0.3 fmax_ev_per_a=2.44 e_homo_ha=-0.135 spin_multiplicity=1
Cl -1.59895 1.93838 2.71058 0.167 0.233 0.095 0.162
C -0.75488 0.52594 2.30604 -1.879 -1.204 0.423 -0.043
C -1.43740 -0.67412 2.27584 0.778 0.766 -0.037 -0.180
Cl -3.13229 -0.71843 2.16466 -0.279 -0.022 0.085 0.075
C -0.76186 -1.95194 2.53673 -0.753 -0.939 -0.101 0.418
O -1.36127 -2.99572 2.75228 0.665 1.066 -0.274 -0.470
C 0.77571 -1.93789 2.63423 0.496 -1.489 0.428 0.427
O 1.38824 -2.98158 2.84557 -0.899 1.608 -0.405 -0.463
C 1.41109 -0.63138 2.51505 -0.734 1.555 -0.301 -0.191
Cl 3.09725 -0.59620 2.70826 0.524 -0.051 -0.060 0.063
C 0.68279 0.53000 2.32370 2.090 -1.156 0.487 -0.012
Cl 1.51507 2.02815 2.25680 -0.354 -0.235 0.067 0.111
C -5.76820 0.44020 -1.57807 -0.059 -0.115 -0.259 -0.619
C -5.10140 1.31542 -0.54853 0.214 0.008 -0.005 -0.070
O -3.69613 1.31587 -0.79749 -1.121 -0.422 -0.327 -0.543
C -3.01380 2.24202 -0.08190 2.247 0.446 0.106 0.758
C -1.57642 2.10743 -0.35844 -0.602 1.707 0.840 -0.458
C -0.69763 3.24776 -0.08240 -0.498 -1.678 -1.150 0.532
O -0.88842 4.23124 0.60467 0.236 0.648 0.710 -0.648
C 0.58131 3.04246 -0.94010 0.036 0.225 0.114 -0.510
C 0.26430 1.90106 -1.91060 0.202 -0.136 -0.040 -0.404
C -1.19023 1.46795 -1.63548 -0.115 -0.142 -0.951 -0.385
O -3.57581 3.05432 0.62999 -0.276 -0.237 0.172 -0.663
H -6.82946 0.35467 -1.33367 -0.011 -0.060 -0.054 0.198
H -5.68660 0.87992 -2.58113 0.046 -0.131 0.208 0.203
H -5.33102 -0.56554 -1.59816 -0.067 0.203 0.017 0.208
H -5.48463 2.34082 -0.59177 0.048 -0.179 0.112 0.191
H -5.25550 0.92582 0.46245 -0.163 0.113 0.001 0.171
H 0.82622 3.97892 -1.45997 -0.067 -0.118 0.224 0.203
H 1.42821 2.78831 -0.28484 -0.222 0.243 -0.209 0.204
H 0.37132 2.23092 -2.95377 0.096 -0.220 0.230 0.190
H 0.94989 1.06564 -1.74192 -0.021 0.018 -0.140 0.188
H -1.32672 0.37600 -1.66204 0.083 0.207 -0.088 0.189
H -1.83246 1.90082 -2.43454 0.192 -0.514 0.080 0.170